<A>
170
Properties=species:S:1:pos:R:3:lowdin_charge:R:1 method="wB97M-V/def2-TZVPD" molar_mass_g_mol=891.380 lumo_energy_ev=0.58 homo_lumo_gap_ha=0.3494
C 7.1650 31.5721 -19.5248 -0.08
C 8.2319 32.5441 -19.9870 -0.44
C 8.6177 33.4566 -18.8341 -0.23
O 9.5578 34.4390 -19.2395 -0.18
C 9.8655 35.3231 -18.1958 -0.14
N 9.3748 31.7822 -20.5472 0.04
H 6.7869 30.8793 -20.2742 0.07
H 6.2758 32.1332 -19.2135 0.05
H 7.5476 31.0174 -18.6624 0.08
H 7.8567 33.1982 -20.7810 0.14
H 9.0646 32.8677 -18.0170 0.13
H 7.6719 33.9100 -18.5050 0.10
H 9.0351 35.5463 -17.5161 0.08
H 10.1929 36.2866 -18.5959 0.08
H 10.6998 34.9528 -17.5810 0.09
H 9.7504 31.1968 -19.8016 0.07
H 10.1170 32.4597 -20.7223 0.06
C 2.1171 30.7651 -17.5100 -0.06
C 2.7791 31.7005 -16.5085 -0.44
C 2.4741 31.2975 -15.0812 -0.22
O 1.0963 31.4077 -14.8946 -0.16
C 0.6391 30.8322 -13.7245 -0.12
N 4.2202 31.8875 -16.7016 0.06
H 1.0304 30.7670 -17.5748 0.08
H 2.5347 29.7566 -17.4512 0.08
H 2.4006 31.0355 -18.5373 0.05
H 2.2972 32.6759 -16.6726 0.14
H 3.0862 31.8861 -14.3893 0.13
H 2.8037 30.2497 -14.9876 0.13
H 0.7410 29.7346 -13.7084 0.09
H -0.3852 31.1521 -13.5586 0.07
H 1.1897 31.0816 -12.8006 0.07
H 4.6480 30.9670 -16.7954 0.08
H 4.3715 32.3544 -17.5915 0.04
C 3.1205 32.1884 -21.5674 -0.04
C 2.0956 33.2554 -21.2148 -0.41
C 0.6630 32.8222 -21.4276 -0.21
O 0.4376 31.6102 -20.7280 -0.20
C -0.8532 31.1194 -20.9284 -0.12
N 2.3603 33.6144 -19.8108 0.04
H 2.8921 31.2524 -21.0504 0.05
H 4.1132 32.4807 -21.2272 0.07
H 3.0836 32.0107 -22.6437 0.09
H 2.1984 34.1471 -21.8439 0.14
H 0.4437 32.7114 -22.4961 0.13
H 0.0023 33.5723 -20.9666 0.13
H -1.5505 31.6280 -20.2509 0.09
H -0.9141 30.0499 -20.7162 0.08
H -1.1939 31.2085 -21.9672 0.09
H 2.2886 32.7188 -19.3313 0.04
H 1.6304 34.1927 -19.4010 0.09
C 2.9549 26.2904 -15.1113 -0.05
C 3.6944 25.6540 -13.9606 -0.43
C 3.9486 26.5400 -12.7625 -0.22
O 4.5363 27.7532 -13.1689 -0.18
C 4.5252 28.7300 -12.1610 -0.12
N 3.0904 24.3424 -13.6465 0.05
H 2.4935 25.5614 -15.7742 0.08
H 3.5300 27.0130 -15.6828 0.07
H 2.1225 26.8884 -14.7038 0.07
H 4.6620 25.2886 -14.3311 0.14
H 4.6673 25.9978 -12.1178 0.13
H 3.0714 26.6915 -12.1110 0.11
H 5.1118 28.4454 -11.2841 0.08
H 3.4936 28.9656 -11.8821 0.06
H 4.9429 29.6494 -12.5750 0.08
H 2.1094 24.3997 -13.3967 0.04
H 3.6708 23.8888 -12.9543 0.06
C -1.6488 21.7817 -14.0418 -0.07
C -0.5696 22.7616 -13.6387 -0.42
C -1.0989 24.1667 -13.6134 -0.24
O -0.0263 25.0406 -13.3815 -0.22
C -0.4826 26.3372 -13.0142 -0.10
N -0.0364 22.3751 -12.2900 0.05
H -2.5944 21.9570 -13.5288 0.08
H -1.3697 20.7464 -13.8452 0.07
H -1.8191 21.8051 -15.1262 0.08
H 0.2763 22.8460 -14.3319 0.14
H -1.8531 24.3277 -12.8231 0.13
H -1.6196 24.4671 -14.5334 0.14
H -0.9838 26.3063 -12.0415 0.09
H -1.1319 26.6821 -13.8318 0.10
H 0.3288 27.0607 -12.9645 0.06
H 0.0959 23.2183 -11.7375 0.05
H 0.8936 21.9977 -12.4348 0.06
C 3.9319 36.8112 -19.8834 -0.05
C 5.2576 36.0553 -19.8868 -0.40
C 6.3694 36.7532 -19.1354 -0.21
O 6.6246 38.0060 -19.7593 -0.19
C 7.8012 38.5980 -19.2505 -0.12
N 5.0946 34.6992 -19.2459 0.02
H 3.4168 36.6955 -18.9341 0.08
H 3.3172 36.4362 -20.7052 0.06
H 4.1025 37.8618 -20.1376 0.07
H 5.6417 35.7438 -20.8619 0.14
H 7.2836 36.1537 -19.1757 0.11
H 6.0314 36.9574 -18.1072 0.14
H 8.6819 38.2082 -19.7823 0.09
H 7.8760 38.4472 -18.1689 0.09
H 7.8347 39.6735 -19.4403 0.08
H 4.1654 34.3330 -19.5226 0.01
H 4.9234 34.8314 -18.2425 0.07
C -1.9065 32.1352 -7.7167 -0.06
C -0.5778 32.4705 -7.0408 -0.43
C 0.5208 32.8018 -8.0404 -0.21
O 0.4387 32.0360 -9.2306 -0.21
C 1.2976 32.5504 -10.2167 -0.12
N -0.7993 33.5300 -6.0521 0.03
H -1.7636 31.1810 -8.2210 0.07
H -2.4068 32.8023 -8.4255 0.07
H -2.6363 32.0949 -6.9013 0.08
H -0.3009 31.5556 -6.5114 0.13
H 1.5119 32.6007 -7.5997 0.13
H 0.5195 33.8777 -8.2737 0.13
H 0.8140 33.3284 -10.8169 0.09
H 1.6588 31.7238 -10.8259 0.06
H 2.1940 33.0244 -9.7905 0.09
H -1.4727 34.1787 -6.4556 0.07
H 0.0401 34.1005 -5.9542 0.07
C 0.9382 27.6377 -19.6620 -0.04
C 2.3800 27.2683 -20.0427 -0.44
C 2.4659 26.2630 -21.1911 -0.22
O 1.7866 25.0649 -20.8334 -0.19
C 1.8075 24.1302 -21.8775 -0.13
N 3.1363 28.4538 -20.4284 0.05
H 0.4882 27.8953 -20.6210 0.08
H 0.9918 28.4348 -18.9253 0.06
H 0.5106 26.7701 -19.1632 0.08
H 2.8257 26.7388 -19.1955 0.14
H 3.5328 26.0248 -21.3133 0.13
H 2.0797 26.6673 -22.1371 0.12
H 1.5888 24.5974 -22.8479 0.08
H 1.0347 23.3887 -21.6943 0.09
H 2.8026 23.6799 -21.9711 0.09
H 2.7447 28.8692 -21.2560 0.07
H 4.1308 28.4553 -20.3111 0.07
C -2.7971 29.0085 -11.5304 -0.06
C -3.4662 30.3670 -11.7245 -0.44
C -2.5474 31.5459 -11.4208 -0.21
O -3.3355 32.6364 -10.9732 -0.20
C -2.8568 33.9052 -11.3654 -0.10
N -4.0126 30.5057 -13.0794 0.04
H -2.6565 28.8411 -10.4626 0.07
H -1.8435 29.0646 -12.0623 0.07
H -3.4213 28.2047 -11.9171 0.08
H -4.2737 30.4949 -10.9851 0.14
H -1.9873 31.8263 -12.3214 0.11
H -1.8841 31.2500 -10.5985 0.11
H -1.9425 34.1239 -10.8082 0.08
H -3.6450 34.6255 -11.1591 0.09
H -2.7006 33.9257 -12.4493 0.09
H -4.8395 29.9377 -13.1940 0.07
H -4.2212 31.4803 -13.2529 0.07
C 0.6510 28.2779 -10.1090 -0.06
C 1.6155 28.0095 -8.9722 -0.42
C 1.9132 26.5232 -8.8569 -0.23
O 0.7431 25.8590 -8.4677 -0.18
C 0.9991 24.5056 -8.1273 -0.09
N 2.8595 28.7529 -9.2473 0.05
H 0.8888 27.7000 -11.0184 0.05
H 0.7164 29.2945 -10.5030 0.07
H -0.3715 27.9447 -9.9320 0.07
H 1.0913 28.3742 -8.0793 0.14
H 2.7302 26.3751 -8.1354 0.13
H 2.2176 26.2001 -9.8643 0.12
H 1.2077 23.9609 -9.0585 0.08
H 0.1275 24.0660 -7.6561 0.09
H 1.8780 24.4478 -7.4804 0.08
H 3.5176 28.4787 -8.5149 0.08
H 2.6514 29.7233 -9.0141 0.07


<B>
170
Properties=species:S:1:pos:R:3:lowdin_charge:R:1 method="wB97M-V/def2-TZVPD" molar_mass_g_mol=891.380 lumo_energy_ev=0.54 homo_lumo_gap_ha=0.3479
C 20.1860 -1.0660 15.0314 -0.06
C 19.9384 -2.3533 15.8229 -0.45
C 21.2165 -2.6887 16.6963 -0.22
O 22.4352 -2.7024 16.0273 -0.18
C 22.6404 -3.7898 15.0809 -0.06
N 18.8452 -2.2040 16.7295 0.05
H 19.2688 -0.5951 14.6776 0.07
H 20.7185 -1.1750 14.0866 0.07
H 20.8070 -0.3825 15.6103 0.08
H 19.8873 -3.1723 15.1055 0.12
H 20.9839 -3.6725 17.1039 0.10
H 21.3108 -1.9466 17.4891 0.13
H 22.1794 -3.6188 14.1081 0.09
H 22.3022 -4.7430 15.4873 0.06
H 23.7173 -3.9409 15.0066 0.09
H 18.0128 -2.3996 16.1918 0.07
H 18.8195 -2.8514 17.5043 0.07
C 9.7734 -3.4537 14.2330 -0.04
C 8.9979 -4.8096 14.5228 -0.44
C 8.8491 -5.6976 13.3208 -0.21
O 7.7832 -6.6814 13.5648 -0.18
C 7.2093 -7.0283 12.2618 -0.09
N 9.7795 -5.5154 15.4792 0.05
H 9.8330 -2.8264 15.1224 0.07
H 9.2959 -2.9213 13.4104 0.07
H 10.8205 -3.6324 13.9889 0.05
H 8.0201 -4.4856 14.8792 0.13
H 9.8194 -6.0496 12.9708 0.13
H 8.5773 -5.0169 12.5140 0.10
H 7.9811 -7.4541 11.6206 0.08
H 6.8161 -6.1154 11.8145 0.08
H 6.3311 -7.6661 12.3617 0.08
H 9.3181 -6.4037 15.6139 0.08
H 9.9379 -5.0215 16.3459 0.04
C 14.2288 -1.4206 15.8071 -0.04
C 14.2011 -2.1314 14.4935 -0.47
C 14.2038 -3.6610 14.5814 -0.17
O 15.3356 -4.1356 15.3729 -0.18
C 15.3259 -5.5302 15.5110 -0.12
N 13.2026 -1.7281 13.5354 0.07
H 14.1869 -0.3416 15.6581 0.08
H 15.1914 -1.6224 16.2768 0.08
H 13.3696 -1.7165 16.4091 0.07
H 15.1464 -1.8649 14.0206 0.13
H 14.2866 -4.0030 13.5498 0.11
H 13.2237 -4.0147 14.9015 0.12
H 15.1755 -6.0465 14.5629 0.09
H 14.5208 -5.8299 16.1818 0.08
H 16.2063 -5.9327 16.0120 0.07
H 12.3204 -1.8506 14.0116 0.06
H 13.1849 -2.3658 12.7524 0.05
C 10.8270 -0.2776 7.8571 -0.07
C 9.7997 -1.4071 7.9606 -0.42
C 9.3039 -1.4269 9.4277 -0.23
O 10.2982 -1.5209 10.3906 -0.21
C 11.0922 -2.7003 10.4428 -0.09
N 8.7238 -1.3461 6.9487 0.05
H 10.5401 0.7210 8.1865 0.08
H 11.1019 -0.1774 6.8071 0.08
H 11.7232 -0.5019 8.4355 0.06
H 10.3653 -2.3286 7.8228 0.12
H 8.5110 -2.1584 9.5840 0.12
H 8.9232 -0.4291 9.6458 0.13
H 11.6274 -2.7733 9.4960 0.07
H 10.5222 -3.5967 10.6872 0.08
H 11.8054 -2.4336 11.2228 0.06
H 7.8107 -1.1750 7.3449 0.06
H 8.9643 -0.5525 6.3720 0.06
C 19.1734 -6.2613 16.8061 -0.05
C 20.5138 -7.0795 16.6053 -0.43
C 20.7915 -8.1352 17.7167 -0.13
O 22.0617 -8.7629 17.2445 -0.19
C 22.6984 -9.5098 18.2587 -0.14
N 20.4817 -7.7005 15.2991 0.04
H 19.2294 -5.6291 17.6923 0.07
H 18.3353 -6.9549 16.8734 0.04
H 18.9276 -5.5699 16.0001 0.06
H 21.3750 -6.4118 16.6315 0.10
H 20.0090 -8.8866 17.6114 0.10
H 20.6744 -7.6458 18.6836 0.13
H 22.8190 -9.0208 19.2254 0.08
H 23.7363 -9.6608 17.9618 0.08
H 22.3782 -10.5160 18.5293 0.08
H 20.7315 -7.0503 14.5677 0.07
H 21.3398 -8.2324 15.2697 0.06
C 14.8167 -4.7860 10.1890 -0.06
C 13.9019 -5.5482 9.2058 -0.42
C 14.5947 -6.9382 8.7039 -0.22
O 13.7636 -7.6810 7.8928 -0.18
C 14.1470 -9.0289 7.5621 -0.08
N 12.6714 -5.6962 9.9200 0.03
H 14.2660 -3.8798 10.4412 0.06
H 15.7196 -4.6604 9.5915 0.07
H 15.0501 -5.4121 11.0501 0.07
H 13.7191 -4.9530 8.3112 0.13
H 14.8735 -7.4334 9.6340 0.11
H 15.5805 -6.7133 8.2968 0.12
H 14.3531 -9.6100 8.4609 0.08
H 15.1054 -9.0864 7.0461 0.08
H 13.3853 -9.5174 6.9544 0.09
H 11.9062 -5.9024 9.2938 0.08
H 12.8686 -6.5434 10.4332 0.08
C 12.3513 -4.0323 18.7941 -0.04
C 10.8448 -4.1971 18.8683 -0.45
C 10.3394 -5.4909 19.5371 -0.21
O 10.8727 -6.5676 18.7905 -0.19
C 10.4848 -7.8121 19.1944 -0.13
N 10.2678 -3.0943 19.5680 0.04
H 12.5873 -3.0651 18.3502 0.07
H 12.8780 -4.7915 18.2160 0.07
H 12.7483 -4.0930 19.8074 0.08
H 10.5126 -4.3631 17.8435 0.10
H 9.2758 -5.5674 19.7632 0.12
H 10.7231 -5.5579 20.5551 0.12
H 10.1857 -8.3535 18.2969 0.09
H 9.6751 -7.7732 19.9231 0.09
H 11.3577 -8.2919 19.6370 0.09
H 10.3354 -3.2442 20.5645 0.07
H 9.2672 -3.1604 19.4474 0.07
C 12.4645 4.5268 10.0937 -0.10
C 13.2596 3.7588 9.1510 -0.42
C 13.1784 2.1773 9.4181 -0.17
O 13.9856 1.7976 10.5470 -0.21
C 13.9158 0.3774 10.8225 -0.09
N 12.8719 4.0142 7.7497 0.03
H 11.4018 4.5520 9.8529 0.08
H 12.6940 5.5546 9.8121 0.08
H 12.6494 4.4090 11.1615 0.08
H 14.3026 4.0301 9.3143 0.14
H 13.4219 1.6066 8.5219 0.11
H 12.1628 1.8785 9.6775 0.10
H 12.8994 0.0311 10.6356 0.07
H 14.2979 0.1061 11.8066 0.06
H 14.5545 -0.1379 10.1051 0.08
H 11.8847 3.8993 7.5700 0.07
H 13.0789 4.9719 7.5045 0.06
C 17.3970 -14.0942 18.9734 -0.06
C 16.4440 -13.0802 18.3210 -0.39
C 17.1370 -11.7016 17.9973 -0.22
O 16.2987 -10.6302 17.5964 -0.22
C 16.6828 -9.2526 17.9713 -0.05
N 15.9693 -13.5911 17.0236 0.01
H 17.1606 -15.1099 18.6561 0.07
H 17.3997 -14.0490 20.0624 0.07
H 18.4029 -13.9005 18.6009 0.07
H 15.5737 -12.8817 18.9466 0.13
H 17.8143 -11.7404 17.1442 0.12
H 17.7942 -11.3369 18.7867 0.11
H 16.0928 -8.4858 17.4694 0.08
H 17.6854 -9.1089 17.5685 0.05
H 16.6640 -9.2304 19.0609 0.09
H 15.4105 -12.9414 16.4891 0.07
H 16.7488 -13.7742 16.4080 0.07
C 15.7712 2.1040 13.7412 -0.06
C 16.3667 3.4588 13.2942 -0.40
C 15.4681 4.7349 13.5780 -0.14
O 16.1678 5.8653 12.9842 -0.22
C 15.7276 7.0889 13.4382 -0.14
N 17.6700 3.5508 13.9036 0.02
H 14.8014 1.9731 13.2611 0.06
H 15.4998 2.1953 14.7928 0.07
H 16.2968 1.1546 13.6385 0.08
H 16.6114 3.4293 12.2325 0.13
H 15.3126 4.9836 14.6278 0.11
H 14.4844 4.7502 13.1086 0.11
H 15.4295 6.9860 14.4816 0.08
H 14.8038 7.2684 12.8883 0.08
H 16.4549 7.8763 13.2406 0.09
H 17.5633 3.3031 14.8769 0.06
H 18.0648 4.4770 13.9838 0.07


Short version: <A> is the most stable of them.